# 1
The following is a DFT calculation (ωB97M-V/def2-TZVPD) of a structure of composition C32H24ClO4SSbSn in a non-equilibrium geometry.

Summary:
energy above the lowest of the compared OMol25 structures with the same formula, charge and spin: 13.1 kJ/mol
gap between HOMO and LUMO: 6.3 eV
E: -77487.569 eV

Geometry (Å):
Sn: 0.00000 0.00000 0.00000
O: -0.30040 -0.41960 4.06850
C: -0.54100 -0.75550 2.91850
O: 0.00590 0.00830 1.96070
C: -1.42470 -1.98960 2.72500
C: -1.88260 -2.62910 3.90500
C: -2.69530 -3.76400 3.86110
C: -3.08110 -4.30280 2.63930
C: -2.65550 -3.70850 1.45600
C: -1.84100 -2.57100 1.48900
S: -1.34720 -1.88150 -0.01020
H: -1.61410 -2.25410 4.88440
H: -3.02670 -4.22680 4.78190
H: -3.71100 -5.18250 2.60890
H: -2.96180 -4.13630 0.50950
C: 7.73040 -0.04630 -0.45720
C: 7.15070 0.07930 0.80870
C: 5.75960 0.09270 0.94110
C: 4.94260 -0.01960 -0.19350
C: 5.52530 -0.14520 -1.45890
C: 6.91800 -0.15850 -1.59050
Sb: 2.79690 0.00000 0.00000
C: 2.96810 1.83810 1.13420
C: 2.20460 2.07570 2.28500
C: 2.33300 3.28270 2.98090
C: 3.21880 4.26320 2.52690
C: 3.97360 4.03950 1.37350
C: 3.84680 2.83370 0.67860
C: 2.96580 -1.57950 1.47330
C: 2.19680 -1.58840 2.64470
C: 2.32310 -2.63510 3.56470
C: 3.21220 -3.68380 3.31560
C: 3.97210 -3.68960 2.14420
C: 3.84750 -2.64370 1.22540
H: 8.80770 -0.05670 -0.56000
H: 7.77840 0.16620 1.68610
H: 5.31660 0.19020 1.92380
H: 4.89980 -0.23210 -2.33730
H: 7.36780 -0.25570 -2.56990
H: 1.50530 1.34230 2.64360
H: 1.74180 3.45980 3.87000
H: 3.31540 5.19770 3.06420
H: 4.65450 4.80110 1.01560
H: 4.43220 2.67780 -0.21770
H: 1.49470 -0.80060 2.84920
H: 1.72820 -2.63560 4.46870
H: 3.30740 -4.49450 4.02650
H: 4.65560 -4.50530 1.94590
H: 4.43700 -2.66590 0.31880
Cl: 3.57010 5.38090 -2.94370
C: 2.19930 4.65440 -2.19400
C: 1.05670 5.41510 -1.95800
C: -0.05370 4.82380 -1.34990
C: -0.03510 3.47010 -0.97200
C: 1.12980 2.72400 -1.22100
C: 2.24250 3.31100 -1.82880
C: -1.24260 2.83010 -0.31160
O: -2.25710 3.57180 -0.12080
O: -1.14680 1.60150 0.00000
H: 1.01620 6.46200 -2.23990
H: -0.95080 5.41250 -1.16220
H: 1.15630 1.67380 -0.93260
H: 3.12940 2.71270 -2.00970
H: 0.00000 0.00000 -1.75080

---

# 2
The following is a DFT calculation (ωB97M-V/def2-TZVPD) of a structure of composition C32H24F3N8O2PdS in a non-equilibrium geometry.

Summary:
charge: +1
energy above the lowest of the compared OMol25 structures with the same formula, charge and spin: 90.6 kJ/mol
gap between HOMO and LUMO (spin up / spin down): 5.6 / 5.6 eV
E: -72048.168 eV

Geometry (Å):
Pd: 0.22471 0.21775 -0.08319
N: -2.48189 7.25201 2.56344
C: -2.37986 5.91508 2.28990
C: -3.51856 5.17284 1.94435
C: -3.42324 3.82570 1.67438
C: -2.18097 3.20314 1.73874
C: -1.03483 3.92676 2.04601
C: -1.13289 5.27425 2.32127
S: -2.05987 1.51553 1.34960
O: -3.29455 0.83449 1.62488
O: -0.84446 0.97103 1.97779
N: -1.66686 1.48207 -0.24008
C: -2.41098 0.65298 -1.07381
N: -3.72532 0.78294 -1.19741
C: -4.33408 -0.08318 -1.99952
C: -3.65363 -1.08878 -2.67259
C: -2.28901 -1.13395 -2.48648
N: -1.64892 -0.25435 -1.71531
H: -3.38708 7.65882 2.71095
H: -1.69805 7.73527 2.96146
H: -4.47961 5.67008 1.89740
H: -4.29788 3.23688 1.43003
H: -0.08406 3.41437 2.10451
H: -0.24944 5.84442 2.58308
H: -5.40665 0.03824 -2.10007
H: -4.16059 -1.78813 -3.31979
H: -1.67075 -1.88592 -2.96488
N: 4.54229 -9.08913 0.46375
C: 3.97944 -8.09088 0.39122
C: 3.28407 -6.83113 0.29179
C: 3.17471 -6.00849 1.40792
C: 2.52933 -4.78824 1.30189
C: 2.00838 -4.37538 0.07917
C: 2.11965 -5.20519 -1.03467
C: 2.74741 -6.43318 -0.93056
C: 1.35372 -3.04704 -0.06056
C: 1.93567 -2.11569 -0.93541
C: 3.16445 -2.23688 -1.57062
C: 3.34397 -1.09383 -2.36027
C: 2.22374 -0.31770 -2.18070
N: 1.34201 -0.92076 -1.33550
C: 0.21575 -2.78993 0.64129
C: -0.46538 -3.66220 1.53605
C: -1.55309 -2.98564 2.01448
C: -1.54338 -1.71608 1.40205
N: -0.51323 -1.59432 0.56962
H: 3.59998 -6.32461 2.35049
H: 2.45455 -4.13553 2.16250
H: 1.70163 -4.88750 -1.98121
H: 2.82929 -7.08280 -1.79098
H: 3.85368 -3.05476 -1.43497
H: 4.17898 -0.85490 -2.99804
H: 2.01136 0.62372 -2.65177
H: -0.16014 -4.66723 1.77699
H: -2.29395 -3.33077 2.71638
H: -2.27187 -0.93484 1.53230
F: 2.93237 0.39552 0.45615
C: 1.81118 0.33247 1.15675
F: 1.84040 -0.75473 1.90047
F: 1.74697 1.39590 1.92879
C: 0.79378 4.53909 -2.15357
C: 1.39557 4.36081 -0.92115
C: 1.42227 3.09830 -0.36084
N: 0.88211 2.04232 -0.97425
C: 0.29312 2.21316 -2.16905
C: 0.23679 3.43985 -2.79062
H: 0.75766 5.51729 -2.61385
H: 1.85174 5.18692 -0.39517
H: 1.90490 2.92952 0.58549
H: -0.13580 1.33420 -2.62894
H: -0.23679 3.52996 -3.75751

---

# 3
The following is a DFT calculation (ωB97M-V/def2-TZVPD) of a structure of composition C32H24N10O4STi in a non-equilibrium geometry.

Summary:
<S²>: 0.755
charge: +1
energy above the lowest of the compared OMol25 structures with the same formula, charge and spin: 89.5 kJ/mol
spin multiplicity: 2
gap between HOMO and LUMO (spin up / spin down): 7.6 / 7.8 eV
E: -90613.784 eV

Geometry (Å):
Ti: -0.64246 0.54315 -0.94179
O: 0.19329 4.54360 -1.24860
C: -0.18119 3.40426 -1.33677
N: 0.02602 2.35254 -0.46460
C: 0.83986 2.40625 0.64733
O: 1.71364 3.19140 0.91400
C: 0.48517 1.25813 1.57972
C: 0.79557 1.30981 2.92015
C: 0.32987 0.30559 3.75537
C: -0.43013 -0.71309 3.20845
C: -0.67433 -0.71186 1.84844
N: -0.21750 0.24691 1.03020
C: -1.02592 2.93271 -2.50554
C: -1.70173 3.82994 -3.29868
C: -2.47557 3.33923 -4.33793
C: -2.51438 1.97270 -4.55880
C: -1.80302 1.13830 -3.72050
N: -1.07356 1.59938 -2.69363
H: 1.37533 2.14969 3.27912
H: 0.54347 0.32305 4.81626
H: -0.83602 -1.50626 3.82093
H: -1.25314 -1.50837 1.39793
H: -1.61246 4.88543 -3.08257
H: -3.03922 4.01270 -4.97016
H: -3.10257 1.55039 -5.36094
H: -1.81653 0.06679 -3.85673
N: -5.54376 -2.14991 4.29369
C: -5.05182 -1.60362 3.14282
C: -5.16903 -2.28983 1.92316
C: -4.65564 -1.75619 0.76422
C: -3.99317 -0.53000 0.80989
C: -3.86243 0.16709 2.01223
C: -4.39091 -0.36562 3.16701
S: -3.37987 0.18727 -0.64312
O: -4.41621 0.43657 -1.58824
O: -2.54596 1.34663 -0.24883
N: -2.20546 -0.70269 -1.30217
C: -1.62507 -1.93227 -1.13179
N: -0.30093 -1.81315 -1.35104
C: 0.41602 -2.92861 -1.35055
C: -0.16229 -4.15861 -1.09812
C: -1.51465 -4.15078 -0.79350
N: -2.26136 -3.04446 -0.80018
H: -6.15666 -2.94362 4.24140
H: -5.62848 -1.57709 5.11402
H: -5.67874 -3.24540 1.89671
H: -4.76081 -2.28683 -0.17205
H: -3.35472 1.12187 2.02585
H: -4.30522 0.17669 4.10142
H: 1.47673 -2.82380 -1.55359
H: 0.41135 -5.07262 -1.11938
H: -2.03132 -5.06907 -0.53718
N: 9.38498 -0.81111 2.24627
C: 8.41141 -0.57903 1.68297
C: 7.18376 -0.29687 0.97899
C: 7.16373 -0.29080 -0.41291
C: 5.98077 -0.04100 -1.08521
C: 4.82674 0.20883 -0.36027
C: 4.83851 0.22159 1.02596
C: 6.01927 -0.03967 1.69719
N: 3.59886 0.44857 -1.04660
C: 3.41539 1.20778 -2.18146
C: 2.08917 1.15755 -2.45321
N: 1.44663 0.37034 -1.51391
C: 2.39101 -0.03173 -0.68743
H: 8.07138 -0.49484 -0.96377
H: 5.95290 -0.06091 -2.16707
H: 3.93720 0.46402 1.57609
H: 6.04709 -0.03250 2.77825
H: 4.22038 1.73966 -2.65710
H: 1.55603 1.63277 -3.25739
H: 2.25268 -0.68698 0.15730

---

Copy entry 2 word for word.
The following is a DFT calculation (ωB97M-V/def2-TZVPD) of a structure of composition C32H24F3N8O2PdS in a non-equilibrium geometry.

Summary:
charge: +1
energy above the lowest of the compared OMol25 structures with the same formula, charge and spin: 90.6 kJ/mol
gap between HOMO and LUMO (spin up / spin down): 5.6 / 5.6 eV
E: -72048.168 eV

Geometry (Å):
Pd: 0.22471 0.21775 -0.08319
N: -2.48189 7.25201 2.56344
C: -2.37986 5.91508 2.28990
C: -3.51856 5.17284 1.94435
C: -3.42324 3.82570 1.67438
C: -2.18097 3.20314 1.73874
C: -1.03483 3.92676 2.04601
C: -1.13289 5.27425 2.32127
S: -2.05987 1.51553 1.34960
O: -3.29455 0.83449 1.62488
O: -0.84446 0.97103 1.97779
N: -1.66686 1.48207 -0.24008
C: -2.41098 0.65298 -1.07381
N: -3.72532 0.78294 -1.19741
C: -4.33408 -0.08318 -1.99952
C: -3.65363 -1.08878 -2.67259
C: -2.28901 -1.13395 -2.48648
N: -1.64892 -0.25435 -1.71531
H: -3.38708 7.65882 2.71095
H: -1.69805 7.73527 2.96146
H: -4.47961 5.67008 1.89740
H: -4.29788 3.23688 1.43003
H: -0.08406 3.41437 2.10451
H: -0.24944 5.84442 2.58308
H: -5.40665 0.03824 -2.10007
H: -4.16059 -1.78813 -3.31979
H: -1.67075 -1.88592 -2.96488
N: 4.54229 -9.08913 0.46375
C: 3.97944 -8.09088 0.39122
C: 3.28407 -6.83113 0.29179
C: 3.17471 -6.00849 1.40792
C: 2.52933 -4.78824 1.30189
C: 2.00838 -4.37538 0.07917
C: 2.11965 -5.20519 -1.03467
C: 2.74741 -6.43318 -0.93056
C: 1.35372 -3.04704 -0.06056
C: 1.93567 -2.11569 -0.93541
C: 3.16445 -2.23688 -1.57062
C: 3.34397 -1.09383 -2.36027
C: 2.22374 -0.31770 -2.18070
N: 1.34201 -0.92076 -1.33550
C: 0.21575 -2.78993 0.64129
C: -0.46538 -3.66220 1.53605
C: -1.55309 -2.98564 2.01448
C: -1.54338 -1.71608 1.40205
N: -0.51323 -1.59432 0.56962
H: 3.59998 -6.32461 2.35049
H: 2.45455 -4.13553 2.16250
H: 1.70163 -4.88750 -1.98121
H: 2.82929 -7.08280 -1.79098
H: 3.85368 -3.05476 -1.43497
H: 4.17898 -0.85490 -2.99804
H: 2.01136 0.62372 -2.65177
H: -0.16014 -4.66723 1.77699
H: -2.29395 -3.33077 2.71638
H: -2.27187 -0.93484 1.53230
F: 2.93237 0.39552 0.45615
C: 1.81118 0.33247 1.15675
F: 1.84040 -0.75473 1.90047
F: 1.74697 1.39590 1.92879
C: 0.79378 4.53909 -2.15357
C: 1.39557 4.36081 -0.92115
C: 1.42227 3.09830 -0.36084
N: 0.88211 2.04232 -0.97425
C: 0.29312 2.21316 -2.16905
C: 0.23679 3.43985 -2.79062
H: 0.75766 5.51729 -2.61385
H: 1.85174 5.18692 -0.39517
H: 1.90490 2.92952 0.58549
H: -0.13580 1.33420 -2.62894
H: -0.23679 3.52996 -3.75751